Density functional theory data (ωB97M-V/def2-TZVPD) for C4H9NO in the gas phase.

electronic energy	-287.73955	hartree
largest force on an atom	0.28	eV Å⁻¹
ΔE to the lowest compared entry with this formula, charge and spin	243.91	kJ/mol
spin multiplicity	1
structure (SMILES)	COC[C@H]1CN1
LUMO	1.02	eV
orbital gap	0.3787	hartree

Cartesian coordinates (Å):
O -0.16777 0.55248 -0.78994
N 1.26475 -1.48242 0.39927
C 0.13824 -0.87484 1.09835
C -0.03987 -2.14807 0.36383
C -0.42170 1.82671 -1.32952
C -0.31903 0.48706 0.60872
H 1.36923 -0.96328 -0.47203
H -1.35807 0.71367 0.90021
H -0.60467 -2.17032 -0.56463
H 0.32625 1.24301 1.09174
H 0.18727 -0.93754 2.18564
H -1.46273 2.13996 -1.15906
H -0.05844 -3.07862 0.92951
H -0.24436 1.75839 -2.40560
H 0.24631 2.59498 -0.90825